Below is a cluster of 2 separate species, C2H4BrN in total, with properties calculated with ωB97M-V/def2-TZVPD.

Each line ends with the natural charge from an NBO analysis.
Geometry (Å):
C 0.407 -0.077 0.775  0.07
N 0.121 -0.817 -0.197  -0.31
C -0.098 0.654 -0.413  -0.33
H 0.625 -0.145 1.738  0.19
H -1.228 0.890 -0.432  0.19
H 0.617 1.096 -1.075  0.19
Br 4.557 0.173 0.004  -0.21
H 3.997 -0.684 -1.031  0.21

Cartesian forces, eV/Å:
-1.8 0.3 -5.2
0.5 -0.4 0.7
-1.9 -0.5 1.1
1.2 -0.3 4.0
2.1 0.2 -0.3
-0.1 0.6 -0.3
-0.4 -0.5 -0.6
0.3 0.5 0.6

Output
Max |F| in eV Å⁻¹: 5.54
Highest occupied orbital energy in eV: -10.210
SMILES: C1=NC1.Br
Orbital gap in eV: 10.9403

Below is a cluster of 3 separate species, C6H16O2 in total, with properties calculated with ωB97M-V/def2-TZVPD.

Each line ends with the natural charge from an NBO analysis.
Geometry (Å):
C -2.082 -0.677 1.881  -0.65
C -1.816 0.608 1.120  -0.21
C -0.612 1.105 0.876  -0.18
C -0.435 2.315 -0.074  -0.42
C 0.647 1.973 -1.152  -0.40
C 0.221 0.961 -2.166  -0.63
H -2.819 -1.351 1.467  0.22
H -2.563 -0.515 2.867  0.21
H -1.149 -1.188 2.091  0.20
H -2.701 0.857 0.529  0.20
H 0.414 0.883 1.127  0.21
H -1.371 2.644 -0.516  0.20
H 0.069 3.027 0.568  0.21
H 1.064 2.871 -1.600  0.21
H 1.529 1.653 -0.563  0.19
H 0.005 -0.061 -1.880  0.22
H 0.963 0.726 -2.952  0.21
H -0.677 1.229 -2.733  0.20
O 1.176 -0.444 3.911  -0.92
H 0.641 -1.248 3.943  0.46
H 0.408 0.142 3.828  0.46
O 2.692 -5.156 -3.718  -0.93
H 3.122 -5.918 -3.350  0.47
H 3.274 -4.435 -3.503  0.47

Cartesian forces, eV/Å:
0.0 0.6 1.6
-0.1 -2.3 -0.1
-0.6 2.2 -2.1
1.0 -1.4 0.0
0.2 0.1 1.4
0.0 -1.0 -2.0
0.2 -0.1 -0.9
0.4 0.4 -0.2
0.1 -0.3 -0.1
0.4 0.9 0.2
-0.3 -1.2 1.1
0.0 0.3 0.1
-0.4 0.9 0.0
-0.5 0.3 -0.4
-0.3 -0.4 -0.3
-0.1 -0.1 1.2
0.1 0.7 0.3
0.0 0.5 0.2
-1.3 -0.1 -0.1
0.7 -0.6 0.1
0.6 0.7 0.0
-0.5 0.1 -0.3
0.2 -0.6 0.2
0.3 0.5 0.1

Output
Max |F| in eV Å⁻¹: 3.14
Highest occupied orbital energy in eV: -9.300
SMILES: C/C=C/CCC.O.O
Orbital gap in eV: 10.1587

Below is a structure of composition C45H45F5N10ORbS3Sb2Te, with properties calculated with ωB97M-V/def2-TZVPD.

Each line ends with the Mulliken spin population.
Geometry (Å):
Rb 0.389 0.570 0.659  0.01
C -0.255 -3.783 2.831  0.01
C -0.638 -2.936 1.809  0.00
N -1.170 -1.743 2.048  0.02
C -1.301 -1.359 3.319  -0.06
C -0.883 -2.220 4.340  0.01
N -0.387 -3.426 4.107  0.00
C -1.842 -0.001 3.582  0.05
C -2.338 0.323 4.821  0.11
C -2.808 1.640 5.086  0.08
C -2.703 2.542 4.009  0.03
C -2.230 2.127 2.782  0.13
N -1.805 0.860 2.539  0.27
C -2.222 3.050 1.636  -0.06
C -2.270 4.448 1.783  0.02
N -2.280 5.287 0.765  0.00
C -2.236 4.740 -0.457  0.04
C -2.176 3.373 -0.623  -0.01
N -2.163 2.522 0.402  0.03
C -3.382 2.020 6.352  -0.06
C -3.749 1.072 7.334  0.09
C -4.317 1.482 8.521  -0.02
N -4.567 2.755 8.850  0.12
C -4.211 3.660 7.928  -0.02
C -3.634 3.363 6.713  0.10
H 0.176 -4.756 2.629  0.00
H -0.509 -3.216 0.768  0.00
H -0.930 -1.926 5.381  0.00
H -2.378 -0.433 5.590  0.01
H -3.072 3.551 4.118  0.01
H -2.278 4.903 2.766  0.00
H -2.242 5.414 -1.305  0.00
H -2.158 2.937 -1.616  0.00
H -3.613 0.014 7.160  0.04
H -4.601 0.744 9.266  0.00
H -4.402 4.695 8.195  0.00
H -3.359 4.178 6.058  0.03
S 3.049 -1.434 -5.067  0.00
Sb 3.700 -1.991 -2.967  0.00
S 1.994 -0.746 -1.552  0.00
S 1.474 -2.688 -1.952  0.00
C 0.247 2.167 -3.813  0.00
N 1.372 2.200 -2.887  0.00
C 1.386 3.487 -2.207  0.00
N 1.473 4.611 -3.157  0.00
C 0.343 4.515 -4.083  0.00
N 0.311 3.245 -4.813  0.00
C 1.580 3.101 -5.538  0.00
N 2.740 3.160 -4.650  0.00
C 2.607 2.072 -3.663  0.00
C 2.704 4.434 -3.935  0.00
H -0.683 2.278 -3.251  0.00
H 0.247 1.204 -4.327  0.00
H 2.246 3.520 -1.537  0.00
H 0.475 3.596 -1.612  0.00
H 0.410 5.334 -4.806  0.00
H -0.588 4.618 -3.519  0.00
H 1.655 3.905 -6.276  0.00
H 1.582 2.138 -6.053  0.00
H 3.457 2.104 -2.978  0.00
H 2.608 1.115 -4.185  0.00
H 2.779 5.250 -4.661  0.00
H 3.557 4.481 -3.256  0.00
C -6.252 -1.634 -1.201  0.00
C -5.096 -2.527 -1.575  0.00
C -5.377 -3.676 -2.315  0.00
C -4.376 -4.541 -2.731  0.00
C -3.058 -4.260 -2.409  0.00
C -2.770 -3.122 -1.670  0.00
C -3.764 -2.242 -1.237  0.00
Sb -2.991 -0.485 -0.138  -0.04
C -4.380 -0.579 1.527  0.01
C -4.780 0.631 2.098  0.00
C -5.490 0.689 3.287  -0.01
C -5.805 -0.488 3.944  0.01
C -5.409 -1.697 3.398  0.00
C -4.698 -1.769 2.200  0.00
C -4.339 -3.140 1.685  0.00
C -4.060 0.789 -1.563  0.00
C -5.084 1.667 -1.220  0.00
C -5.603 2.579 -2.130  0.00
C -5.098 2.619 -3.421  0.00
C -4.106 1.724 -3.790  0.00
C -3.583 0.802 -2.883  0.00
C -2.548 -0.182 -3.366  0.00
H -7.158 -2.223 -1.049  0.00
H -6.448 -0.914 -2.001  0.00
H -6.049 -1.070 -0.293  0.00
H -6.410 -3.894 -2.571  0.00
H -4.626 -5.425 -3.305  0.00
H -2.258 -4.915 -2.733  0.00
H -1.730 -2.907 -1.436  0.00
H -4.481 1.563 1.635  0.02
H -5.759 1.647 3.715  0.00
H -6.327 -0.463 4.893  0.00
H -5.639 -2.619 3.923  0.00
H -4.284 -3.851 2.511  0.00
H -3.384 -3.148 1.166  0.00
H -5.091 -3.499 0.978  0.00
H -5.500 1.648 -0.222  0.00
H -6.391 3.259 -1.828  0.00
H -5.481 3.332 -4.141  0.00
H -3.721 1.739 -4.805  0.00
H -2.222 0.064 -4.375  0.00
H -2.958 -1.194 -3.379  0.00
H -1.666 -0.203 -2.719  0.00
F 4.781 -0.073 -0.743  0.00
Te 3.415 -0.574 0.563  0.00
F 4.950 -1.238 1.531  0.00
F 2.555 1.304 -0.078  0.00
F 4.121 0.911 1.584  0.00
F 3.791 -2.416 -0.083  0.00
O 2.106 -1.018 1.683  0.00

Cartesian forces, eV/Å:
-2.4 0.6 0.4
0.0 0.0 0.1
0.0 0.0 -0.1
0.0 0.0 0.1
0.1 -0.1 0.0
0.0 -0.1 0.1
0.0 0.0 0.0
-0.1 0.1 0.2
0.0 -0.1 -0.1
-0.1 0.1 0.3
0.0 0.1 -0.2
0.0 -0.1 0.5
0.2 0.1 -0.1
0.0 0.0 -0.3
0.0 0.1 0.0
0.0 -0.1 -0.1
0.0 0.0 0.1
-0.1 -0.1 -0.1
0.0 0.3 0.3
0.1 -0.1 -0.2
0.0 0.0 0.1
0.0 0.1 0.0
0.0 0.0 0.1
0.0 0.0 0.0
-0.1 0.1 0.1
0.0 0.0 0.0
0.0 0.0 0.0
0.0 0.1 0.0
0.0 0.0 0.0
0.0 0.0 0.0
0.0 -0.1 0.0
0.0 0.0 0.0
0.0 0.0 0.0
0.0 0.0 0.0
0.0 0.0 0.0
0.0 0.0 0.0
0.0 0.0 0.0
0.2 -0.1 0.2
-0.5 -0.1 -0.4
0.0 0.2 -0.6
0.1 -0.4 -0.1
0.0 0.0 -0.1
-0.1 0.0 0.0
0.1 0.1 0.0
0.0 0.1 0.0
0.0 0.0 0.0
0.0 0.0 0.0
0.0 0.0 0.0
0.0 0.0 0.0
0.0 0.0 0.1
0.0 0.0 0.0
-0.1 0.0 0.0
0.0 0.0 0.0
0.0 0.0 0.0
0.0 0.0 0.0
0.0 0.0 0.0
0.0 0.0 0.0
0.0 0.0 0.0
0.0 0.0 0.0
0.0 0.0 0.0
0.0 0.0 0.0
0.0 0.0 0.0
0.0 0.0 0.0
0.1 0.0 0.0
0.0 0.0 0.0
0.0 0.0 0.0
0.0 0.0 0.0
0.0 0.0 0.0
0.0 0.0 0.1
0.1 0.0 0.1
-0.6 -0.4 -0.6
0.1 0.1 0.0
0.0 0.0 -0.1
0.0 0.0 0.0
0.0 0.0 0.0
0.0 0.1 0.0
-0.1 0.0 -0.1
0.0 0.0 0.1
-0.1 0.0 0.2
0.1 0.0 0.0
0.0 0.0 0.0
0.0 0.0 0.0
0.0 0.0 0.0
0.0 -0.1 -0.1
-0.1 0.1 0.0
0.0 0.0 0.0
0.0 0.0 0.0
0.0 0.0 0.0
0.0 0.0 0.0
0.0 0.0 0.0
0.0 0.0 0.0
0.0 0.0 0.0
-0.1 0.0 0.0
0.0 0.0 0.0
0.0 0.0 0.0
0.0 0.0 0.0
0.0 0.0 0.0
0.0 0.0 0.0
0.0 0.0 0.0
0.0 0.0 0.1
0.0 0.0 0.0
0.0 0.0 0.0
0.0 0.0 0.0
0.1 0.0 0.0
0.1 0.1 0.0
0.0 0.0 0.0
-0.8 -0.1 0.4
3.8 0.6 0.2
-0.4 -0.1 0.1
1.0 -0.5 -0.5
-0.3 -0.2 0.0
-0.5 0.5 -0.2
-0.1 -0.4 0.4

Output
Max |F| in eV Å⁻¹: 3.84
Highest occupied orbital energy (spin up / spin down) in eV: -0.985 / -3.602
Multiplicity: 2
Orbital gap (spin up / spin down) in eV: 4.5242 / 7.1080
Net charge: -2
<S²>: 0.77

Below is an isolated molecule of C2H5FN2S, with properties calculated with ωB97M-V/def2-TZVPD.

Each line ends with the natural charge from an NBO analysis.
Geometry (Å):
N 1.204 -1.455 0.005  -0.64
N -0.302 -1.121 -0.019  -0.45
C -1.023 -0.023 -0.026  0.08
S -2.704 -0.004 -0.124  -0.17
C -0.141 1.335 0.100  -0.02
F 1.249 1.160 -0.315  -0.39
H 1.504 -0.846 0.977  0.38
H 1.599 -0.915 -1.059  0.39
H -0.759 -2.071 -0.402  0.42
H -0.625 2.180 -0.321  0.21
H -0.002 1.762 1.185  0.20

Cartesian forces, eV/Å:
-0.5 4.6 -0.4
0.9 -5.2 -1.9
0.7 2.4 0.1
1.5 0.2 0.0
1.1 -1.0 3.0
-2.2 0.7 -0.1
-0.4 -1.9 -4.0
-1.1 -1.7 4.7
0.8 3.2 1.6
-0.2 0.3 -1.5
-0.5 -1.6 -1.5

Output
Max |F| in eV Å⁻¹: 5.62
Highest occupied orbital energy in eV: -8.705
SMILES: NNC(=S)CF
Orbital gap in eV: 8.9589